# 1
114
Properties=species:S:1:pos:R:3:forces:R:3:lowdin_charge:R:1 method="wB97M-V/def2-TZVPD" energy_ev=-79360.95004 total_charge=+1 lumo_ha=-0.171 e_homo_ev=-9.57
C 1.713944 4.549516 -4.586924 0.209 0.177 0.608 -0.062
O 2.041694 4.929031 -3.231197 -0.253 -0.548 -0.352 -0.088
C 1.410597 4.265060 -2.224562 -0.431 -0.181 0.199 -0.265
C 1.681874 4.712743 -0.912250 -0.169 -0.230 -0.841 0.008
C 0.972099 4.182184 0.147746 -0.155 -0.238 -0.077 -0.076
C 0.011537 3.174236 -0.052831 0.038 -0.298 -0.338 -0.397
P -1.052356 2.507516 1.296272 -0.052 1.394 0.129 1.092
C -0.296390 3.410082 2.729740 0.311 -0.251 0.166 -0.387
C -0.777079 4.640883 3.217694 0.082 -0.315 -0.048 -0.075
C -0.132457 5.308304 4.242635 0.776 -0.330 0.330 0.010
C 1.045890 4.760433 4.798031 0.037 -0.338 -0.408 -0.265
O 1.696245 5.522216 5.717442 0.325 -0.553 0.103 -0.087
C 2.939114 5.010523 6.251113 -0.618 0.250 -0.198 -0.061
C 1.519724 3.500461 4.352088 0.050 0.795 0.343 -0.021
C 0.864332 2.860243 3.311909 -0.794 0.263 -0.145 -0.114
C -2.532821 3.601962 1.058079 -0.345 -0.170 0.147 -0.395
C -3.646878 3.406914 1.902788 0.551 -0.019 -0.589 -0.114
C -4.749070 4.247607 1.845563 -0.174 0.758 -0.365 -0.023
C -4.741076 5.340104 0.940627 0.303 -0.321 0.274 -0.267
O -5.720189 6.283525 0.889154 -0.278 -0.447 0.350 -0.089
C -6.814837 6.167615 1.826157 0.474 0.038 -0.455 -0.061
C -3.650878 5.517025 0.059060 -0.659 -0.086 0.558 0.005
C -2.563029 4.665963 0.137396 -0.032 -0.254 0.166 -0.081
C -0.205612 2.685237 -1.357888 0.285 0.197 0.764 -0.115
C 0.484568 3.212465 -2.437526 0.533 0.702 -0.210 -0.024
H 2.357754 5.179834 -5.201352 -0.169 -0.173 -0.011 0.094
H 1.936402 3.487111 -4.762032 -0.004 0.292 0.004 0.091
H 0.655465 4.752406 -4.807176 0.270 -0.041 0.087 0.098
H 2.426707 5.492380 -0.763561 -0.206 -0.127 -0.075 0.123
H 1.161827 4.585029 1.141239 -0.093 -0.194 -0.184 0.105
H -1.659819 5.108285 2.785142 0.167 -0.219 0.052 0.104
H -0.498787 6.261631 4.619906 0.133 -0.197 -0.110 0.124
H 3.257983 5.775957 6.959533 0.056 -0.223 -0.092 0.094
H 2.776206 4.052615 6.765542 0.064 0.271 -0.075 0.093
H 3.688180 4.887641 5.455347 -0.204 0.054 0.184 0.097
H 2.408332 3.050999 4.802572 -0.330 0.204 -0.251 0.101
H 1.271520 1.924118 2.927269 -0.119 0.242 0.105 0.075
H -3.634864 2.594917 2.632556 -0.019 0.150 -0.195 0.105
H -5.604430 4.082444 2.505514 0.405 0.069 -0.216 0.103
H -7.466475 7.005660 1.577449 0.021 -0.186 0.142 0.093
H -7.346167 5.214598 1.691042 0.090 0.275 0.022 0.093
H -6.456587 6.255689 2.862137 -0.069 -0.020 -0.273 0.098
H -3.677798 6.339345 -0.654128 0.008 -0.145 0.221 0.122
H -1.716812 4.859877 -0.520140 -0.172 -0.154 0.159 0.103
H -0.942472 1.897729 -1.527499 0.151 0.144 0.054 0.100
H 0.298151 2.840004 -3.446040 0.007 0.132 0.373 0.100
C 5.165102 -6.633648 4.310009 0.054 0.184 -0.119 -0.081
C 5.178883 -5.422146 5.009240 -0.078 0.093 -0.236 -0.073
C 5.008313 -4.218307 4.321907 -0.078 -0.071 -0.375 -0.007
C 4.831876 -4.213435 2.928085 -0.003 -0.513 0.212 -0.214
N 4.643360 -2.961760 2.248242 -0.241 0.182 0.332 -0.039
C 5.761502 -2.372383 1.565488 0.473 0.416 -0.247 -0.211
C 6.139386 -2.825840 0.293991 0.125 0.233 0.161 -0.014
C 7.258489 -2.279039 -0.346515 -0.198 0.009 0.185 -0.072
C 7.994938 -1.262452 0.269309 -0.182 -0.109 0.122 -0.081
C 7.617497 -0.803647 1.534722 -0.208 -0.116 -0.008 -0.074
C 6.505534 -1.354286 2.180188 -0.082 -0.228 -0.264 -0.012
C 3.326812 -2.529148 1.937361 0.202 0.158 -0.154 -0.163
C 2.793276 -1.374913 2.543629 -0.040 0.019 -0.055 0.031
C 1.529629 -0.920403 2.207003 -0.201 0.158 -0.259 0.014
C 0.764201 -1.530287 1.165216 0.671 -0.241 0.086 -0.181
C -0.467886 -0.953831 0.726544 -0.412 -1.395 -0.234 0.095
C -1.240177 -1.416206 -0.387664 0.302 0.393 -0.019 -0.204
C -2.667996 -1.323065 -0.374415 -0.071 0.054 -0.143 0.015
C -3.441803 -1.829810 -1.403890 0.030 0.116 0.766 0.023
C -2.827218 -2.366560 -2.553671 -0.576 -0.256 -0.927 -0.161
N -3.598237 -2.821058 -3.624517 0.736 0.475 0.935 0.001
C -3.073317 -2.756752 -4.958680 0.294 -0.109 -0.774 -0.231
C -2.395318 -3.851606 -5.503825 0.049 0.247 -0.116 -0.023
C -1.825101 -3.755958 -6.779107 -0.143 0.074 0.221 -0.065
C -1.959924 -2.579809 -7.522519 -0.114 -0.050 0.150 -0.075
C -2.696855 -1.509979 -7.005925 0.019 -0.105 0.203 -0.068
C -3.244655 -1.591070 -5.722880 0.087 -0.318 0.258 -0.003
C -4.830823 -3.515856 -3.407559 -0.970 -0.325 0.005 -0.227
C -6.055516 -2.844333 -3.520760 0.191 -0.246 0.080 -0.016
C -7.256408 -3.547226 -3.375314 0.247 0.011 0.025 -0.066
C -7.238943 -4.924060 -3.133361 0.189 0.097 -0.024 -0.074
C -6.018219 -5.598715 -3.025343 0.091 0.245 0.014 -0.066
C -4.816307 -4.895926 -3.150698 -0.053 0.304 -0.026 -0.009
C -1.420916 -2.390136 -2.633169 0.739 0.281 0.258 0.025
C -0.648208 -1.952453 -1.570529 -0.176 -0.410 -0.351 -0.009
C 1.292172 -2.749095 0.639042 0.177 -0.058 -0.140 0.008
C 2.539402 -3.233472 1.016924 -0.533 0.012 -0.128 0.027
C 4.854457 -5.423107 2.227726 0.016 -0.142 0.368 -0.024
C 5.023782 -6.631587 2.919242 -0.079 0.269 -0.046 -0.070
H 5.271300 -7.576741 4.851080 0.015 0.319 -0.213 0.108
H 5.321262 -5.407095 6.090478 -0.072 -0.047 -0.306 0.108
H 5.003845 -3.258425 4.839518 0.025 -0.284 -0.047 0.114
H 5.547348 -3.610205 -0.180203 0.233 0.193 0.057 0.106
H 7.551008 -2.651290 -1.329235 -0.084 0.131 0.270 0.107
H 8.859990 -0.826480 -0.235598 -0.284 -0.178 0.180 0.108
H 8.186352 -0.014563 2.027781 -0.141 -0.215 -0.166 0.107
H 6.189987 -1.013178 3.166706 0.182 -0.051 -0.221 0.111
H 3.398251 -0.857873 3.291750 -0.271 -0.177 -0.206 0.125
H 1.095788 -0.072452 2.738965 0.177 -0.148 -0.239 0.098
H -0.906767 -0.174093 1.349097 0.007 -0.115 -0.028 0.053
H -3.146889 -0.874030 0.498017 0.069 -0.075 -0.278 0.128
H -4.532954 -1.785955 -1.361558 0.413 -0.014 0.070 0.124
H -2.298866 -4.759930 -4.905455 0.021 0.221 -0.247 0.116
H -1.272532 -4.605992 -7.180942 -0.152 0.265 0.072 0.110
H -1.493550 -2.498361 -8.506598 -0.211 -0.053 0.304 0.110
H -2.844239 -0.603746 -7.595551 0.092 -0.274 0.174 0.110
H -3.806472 -0.762135 -5.287378 0.185 -0.187 -0.194 0.119
H -6.043347 -1.770209 -3.712766 -0.098 -0.284 -0.002 0.119
H -8.202259 -3.009000 -3.452892 0.262 -0.206 0.015 0.110
H -8.176668 -5.472530 -3.026429 0.302 0.179 -0.048 0.110
H -5.993181 -6.674283 -2.841658 -0.044 0.342 -0.040 0.110
H -3.852204 -5.401485 -3.057882 -0.333 0.078 -0.031 0.115
H -0.946748 -2.779538 -3.537477 -0.134 0.204 0.366 0.122
H 0.438672 -2.029402 -1.651439 -0.423 0.250 -0.045 0.121
H 0.712795 -3.325139 -0.084025 0.167 0.165 0.354 0.113
H 2.930964 -4.156932 0.580522 -0.248 0.356 0.190 0.117
H 4.729461 -5.406154 1.144067 0.118 -0.136 0.297 0.099
H 5.041599 -7.569534 2.361952 -0.029 0.257 0.197 0.107


# 2
79
Properties=species:S:1:pos:R:3:forces:R:3:lowdin_spin:R:1 method="wB97M-V/def2-TZVPD" energy_ev=-86144.26670 total_charge=+3 lumo_ha="-0.296 / -0.415" spin_multiplicity=4 relative_energy_kcal_mol=117.1 e_homo_ev="-15.21 / -16.28"
Er -1.548126 -0.806299 -0.489248 1.180 0.627 1.379 1.666
P 1.265101 2.626174 -1.038912 1.011 -0.079 -0.050 0.000
P -3.538250 0.921815 -1.070113 -0.795 0.870 -0.403 0.011
P 2.802257 -0.773596 0.690199 0.387 -0.053 -0.345 0.009
H -3.411346 -1.508376 -3.108041 0.516 -0.099 0.871 0.006
C -2.594914 -1.751886 -2.397164 -0.428 -1.427 -0.694 0.157
C -2.803383 -2.557126 -1.273249 -0.608 -0.777 -1.371 0.127
H -3.815945 -2.892155 -1.014000 0.453 0.203 -0.103 0.004
C 2.297688 3.509943 -2.214748 0.132 0.187 -0.115 0.000
C -0.326728 3.446211 -0.930288 -0.744 -0.014 -0.070 0.001
C 1.983995 2.626074 0.620164 0.030 -0.008 0.217 0.000
C -5.188686 0.298081 -1.549031 -0.068 0.044 0.064 0.000
C -3.971993 2.353996 -0.019972 0.152 0.184 0.413 0.004
C -2.991362 1.790394 -2.592624 -0.064 0.031 -0.158 0.003
C 3.255577 -2.564557 0.609445 -0.347 -0.204 0.150 0.003
C 4.046089 -0.223256 1.918872 -0.207 0.143 0.477 0.003
C 3.699509 -0.228331 -0.825916 -0.037 -0.040 -0.125 0.002
H -1.591606 -1.583427 -2.843267 -0.623 -0.275 0.262 0.015
H -2.003621 -3.168498 -0.776044 -0.426 0.423 -0.468 0.016
H 2.819801 4.340590 -1.723897 -0.145 -0.123 -0.169 0.000
H 1.666242 3.897644 -3.025337 0.179 -0.037 0.183 0.000
H 3.033032 2.820348 -2.652898 -0.147 0.217 0.224 0.000
H -0.216191 4.407314 -0.406940 0.273 -0.250 -0.129 0.000
H -1.078958 2.874504 -0.371524 0.269 -0.015 -0.073 0.000
H -0.741892 3.660166 -1.919233 0.198 -0.044 0.081 0.000
H 1.720852 3.551360 1.150543 0.053 -0.101 -0.303 0.000
H 3.075235 2.556890 0.569547 -0.179 0.006 -0.079 0.000
H 1.618389 1.779339 1.213341 0.020 0.075 -0.238 0.000
H -5.817724 1.193953 -1.611008 -0.113 -0.340 -0.184 0.000
H -5.607972 -0.382100 -0.794734 0.155 0.237 -0.171 0.000
H -5.156462 -0.215727 -2.516432 -0.067 0.175 0.246 0.000
H -3.886021 3.281989 -0.596882 -0.270 -0.162 0.152 0.000
H -3.285851 2.427060 0.829538 -0.505 0.172 -0.482 0.000
H -4.989273 2.238848 0.374371 0.237 0.129 -0.089 0.000
H -3.546422 2.735883 -2.630300 0.155 -0.211 -0.333 0.000
H -3.220333 1.182929 -3.476088 0.126 0.218 0.125 0.000
H -1.915356 2.015632 -2.573738 -0.356 -0.152 -0.100 0.000
H 4.226865 -2.729955 1.095091 -0.279 -0.056 -0.261 0.001
H 3.294067 -2.922035 -0.428002 0.033 0.115 0.307 0.000
H 2.490708 -3.142393 1.144581 0.314 -0.092 -0.107 0.000
H 4.852623 -0.959503 1.991156 -0.021 0.319 0.015 0.000
H 3.556865 -0.134440 2.895682 0.279 -0.006 -0.051 0.000
H 4.460159 0.755963 1.654081 -0.046 -0.180 0.083 0.000
H 4.701405 -0.678468 -0.816894 -0.168 0.252 -0.176 0.000
H 3.790618 0.866253 -0.865491 0.109 -0.266 0.019 0.000
H 3.157972 -0.561943 -1.720218 0.261 0.063 0.128 0.002
C 0.943260 -1.813505 -2.291893 -1.239 2.483 1.620 0.153
C 1.568673 -1.532777 -3.529811 0.778 -0.463 -1.160 0.125
C 2.254783 -2.532972 -4.211366 -0.241 1.389 -0.097 0.014
C 2.325375 -3.834140 -3.699458 0.368 0.073 -0.225 0.241
C 1.655639 -4.135577 -2.515215 -0.888 0.191 1.462 0.027
C 0.961342 -3.150647 -1.802782 0.482 -1.289 -0.150 0.124
O 0.382469 -0.779879 -1.610306 1.501 -2.982 -1.895 0.274
H 1.303542 1.287960 -1.571351 -0.672 0.724 0.603 0.000
H 1.495618 -0.515069 -3.917073 0.128 -0.327 0.055 0.003
H 2.774648 -2.281899 -5.134195 -0.175 -0.103 0.149 -0.002
H 2.942357 -4.592508 -4.190158 -0.341 0.255 0.087 0.009
H 1.730119 -5.152826 -2.122174 -0.179 0.375 -0.044 -0.002
H 0.493227 -3.403607 -0.843322 0.215 0.150 -0.387 0.003
C -1.484975 2.034975 2.511041 -0.340 -0.014 -0.142 0.000
N -1.298607 0.917384 3.406559 0.281 -0.394 -0.123 0.000
C -1.656540 1.114459 4.803569 0.068 0.172 0.911 0.000
C -1.066935 -0.280212 2.839846 0.152 -0.261 -0.332 0.000
O -1.379891 -0.474077 1.601269 0.241 0.512 1.152 -0.002
N -0.446304 -1.267057 3.495349 -0.085 0.561 -0.343 0.000
C 0.344134 -1.003316 4.689469 0.239 0.053 0.672 0.000
C -0.104261 -2.443249 2.711207 -0.234 -0.261 -0.138 0.000
H -1.458005 2.969184 3.074310 0.033 -0.156 -0.065 0.000
H -2.448085 1.926806 2.015969 0.191 0.199 0.269 0.000
H -0.704650 2.045354 1.744171 -0.022 0.051 0.137 0.000
H -2.096841 0.210698 5.251714 0.153 0.353 -0.313 0.000
H -0.793985 1.434128 5.407396 -0.269 -0.151 -0.146 0.000
H -2.395195 1.921970 4.860502 0.040 -0.303 -0.064 0.000
H -0.274039 -1.009705 5.595630 0.261 -0.108 -0.222 0.000
H 1.087372 -1.799267 4.766745 -0.103 0.220 0.128 0.000
H 0.867166 -0.036620 4.639582 -0.176 -0.295 -0.147 0.000
H -1.015159 -2.856799 2.275933 0.077 -0.238 0.160 0.000
H 0.569589 -2.174063 1.880895 0.004 -0.099 0.356 0.000
H 0.357523 -3.168430 3.383572 -0.124 0.004 -0.313 0.000


# 3
11
Properties=species:S:1:pos:R:3:forces:R:3:lowdin_charge:R:1 method="wB97M-V/def2-TZVPD" energy_ev=-21498.10476 lumo_ha=0.032 relative_energy_kcal_mol=25.7 e_homo_ev=-8.77
C 3.021194 -2.016691 -0.224038 1.282 -0.403 -0.374 0.034
C 2.270622 -0.967718 0.017238 -0.828 -1.054 -0.279 -0.207
O 0.941330 -0.920910 -0.388276 0.906 0.560 0.497 -0.030
C 0.376067 0.276454 -0.060492 -1.424 0.283 -0.654 -0.164
C -0.953868 0.389626 -0.016019 1.201 0.387 0.563 -0.759
F -1.722078 -0.662515 -0.128008 -0.735 -0.741 -0.213 0.057
Cl -1.807499 1.830002 0.357734 0.135 -0.019 -0.134 0.712
H 4.066574 -2.002493 0.105196 -0.537 0.071 0.002 0.065
H 2.748214 -2.869885 -0.835131 -0.342 0.170 0.158 0.068
H 2.611406 -0.158022 0.618044 0.104 0.649 0.274 0.105
H 0.985258 1.160246 -0.011451 0.238 0.099 0.159 0.119


# 4
18
Properties=species:S:1:pos:R:3:forces:R:3:lowdin_charge:R:1 method="wB97M-V/def2-TZVPD" energy_ev=-14725.68160 lumo_ha=-0.043 relative_energy_kcal_mol=139.6 e_homo_ev=-10.02
C 3.570827 -0.557784 0.597346 3.363 -0.807 -1.390 -0.050
C 2.448999 -0.512907 0.927909 -7.662 -0.433 1.472 -0.043
C -0.593675 -0.618949 -1.673539 -0.883 -1.721 -0.292 -0.199
C 0.362326 1.790553 0.115199 -0.897 -1.845 -0.092 -0.174
C -2.376216 -0.079988 0.774688 0.933 -0.811 -0.898 -0.187
N 0.328750 -0.908543 1.256418 5.190 -0.193 0.500 -0.002
Si -0.552168 0.032138 0.074015 -0.577 1.381 0.281 0.420
H 4.498932 -0.859901 0.159760 0.074 0.491 0.311 0.015
H -1.557877 -0.317013 -2.083292 0.112 0.811 -0.267 0.019
H 0.241693 -0.116816 -2.118211 0.304 0.190 -0.923 0.006
H -0.639061 -1.713188 -2.026511 0.669 1.351 1.231 0.066
H 0.413319 2.164121 1.155604 0.248 -0.048 -0.812 0.039
H 1.299854 1.596484 -0.376161 1.122 -0.553 0.766 -0.008
H 0.067795 2.503574 -0.628006 -1.370 0.768 0.065 0.006
H -2.537600 0.150242 1.830972 0.282 -0.314 -0.132 0.017
H -3.111591 0.506641 0.206398 0.374 -0.144 -0.092 0.020
H -2.547995 -1.171179 0.528358 -0.308 1.004 0.629 0.034
H 0.683688 -1.887484 1.279053 -0.974 0.874 -0.356 0.021